ORCA calculation (ωB97M-V/def2-TZVPD) on a molecular structure, C27H28BN9OS2Ti.

Atoms and positions in Å:
Ti (-0.0115, 0.2597, 0.3873)
C (-1.3594, -1.3829, 4.1998)
C (-1.1021, -0.4703, 3.0408)
N (-0.0435, -0.6221, 2.2044)
N (0.9225, -1.5435, 2.4971)
C (1.9086, -1.3376, 1.6754)
O (1.8806, -0.3846, 0.7955)
C (3.0967, -2.2236, 1.7378)
C (3.1253, -3.3412, 2.5715)
C (4.2449, -4.1563, 2.6127)
C (5.3530, -3.8733, 1.8193)
C (5.3247, -2.7676, 0.9801)
C (4.2030, -1.9487, 0.9376)
C (-1.8856, 0.6024, 2.6822)
C (-2.9882, 1.1162, 3.4375)
C (-3.5637, 2.2926, 3.0975)
C (-3.0588, 3.0156, 1.9714)
C (-2.0546, 2.4597, 1.2418)
N (-1.4644, 1.2684, 1.5239)
H (-0.4343, -1.8813, 4.4851)
H (-1.7479, -0.8361, 5.0621)
H (-2.0875, -2.1533, 3.9261)
H (2.2501, -3.5532, 3.1709)
H (4.2529, -5.0259, 3.2603)
H (6.2254, -4.5161, 1.8486)
H (6.1777, -2.5444, 0.3492)
H (4.1533, -1.0921, 0.2773)
H (-3.3529, 0.5426, 4.2794)
H (-4.4010, 2.6791, 3.6681)
H (-3.4836, 3.9618, 1.6647)
H (-1.6828, 2.9753, 0.3649)
C (-2.9244, 1.8909, -2.6197)
C (-2.5563, 1.1071, -1.5152)
N (-1.2499, 1.2061, -1.3078)
N (-0.7546, 2.0552, -2.2404)
C (-1.7475, 2.4703, -3.0454)
B (0.7405, 2.3884, -2.3021)
N (1.5147, 1.0784, -2.5144)
C (2.4716, 0.7382, -3.3922)
C (2.7951, -0.5875, -3.1735)
C (1.9589, -0.9774, -2.1154)
N (1.1932, 0.0306, -1.7359)
N (1.1763, 2.9867, -0.9310)
C (1.7790, 4.1491, -0.6602)
C (1.9477, 4.2472, 0.7117)
C (1.3971, 3.0585, 1.2042)
N (0.9401, 2.3125, 0.2087)
H (-3.9085, 2.0091, -3.0393)
H (-3.1731, 0.5001, -0.8538)
H (-1.5391, 3.1451, -3.8602)
H (0.9703, 3.1847, -3.1800)
H (2.8371, 1.4525, -4.1125)
H (3.5157, -1.1860, -3.7048)
H (1.8585, -1.9287, -1.6170)
H (2.0402, 4.8249, -1.4581)
H (2.3932, 5.0546, 1.2663)
H (1.2987, 2.7062, 2.2186)
C (-1.4192, -2.0179, -2.9822)
C (-2.0386, -1.9371, -1.5948)
S (-0.8855, -1.9533, -0.2463)
C (-3.3829, -1.8956, -1.4389)
C (-4.2323, -1.9731, -2.6980)
S (-4.2817, -1.6250, 0.0435)
H (-0.3351, -1.9540, -2.9102)
H (-1.7558, -1.1952, -3.6266)
H (-1.6641, -2.9544, -3.5010)
H (-3.8168, -2.6436, -3.4575)
H (-4.3254, -0.9795, -3.1564)
H (-5.2340, -2.3074, -2.4326)

Force components x, y, z for each atom (eV/Å):
-0.083 -0.567 -0.155
0.017 -0.004 -0.126
-0.332 0.171 0.229
0.202 0.140 -0.740
-0.024 0.179 0.085
0.117 -0.221 0.242
-0.211 -0.007 -0.139
-0.100 0.211 -0.045
0.045 -0.062 0.057
-0.028 0.027 -0.008
0.005 0.008 -0.007
-0.047 0.021 0.008
0.058 -0.032 -0.043
0.315 -0.148 0.152
-0.135 0.001 -0.115
-0.003 -0.016 0.041
0.006 -0.021 -0.002
-0.004 0.025 0.031
0.236 -0.050 -0.033
0.001 0.001 0.029
-0.001 -0.001 0.010
0.018 -0.021 0.032
0.004 -0.002 0.001
-0.003 0.001 0.003
0.000 -0.002 0.001
0.000 0.004 -0.002
0.013 -0.002 0.003
-0.002 -0.016 -0.009
0.003 0.005 -0.005
-0.004 0.004 0.004
0.028 -0.023 -0.004
0.008 0.019 -0.030
0.008 -0.062 0.097
-0.047 0.072 0.179
0.066 -0.032 0.005
-0.044 0.013 -0.001
0.006 -0.045 0.072
-0.188 0.013 -0.018
-0.001 -0.027 -0.036
-0.022 0.016 0.012
0.025 -0.052 -0.029
0.248 0.222 0.233
-0.143 -0.089 -0.087
0.040 0.100 0.086
-0.038 -0.068 -0.108
0.035 0.026 0.079
0.036 -0.068 -0.073
-0.002 -0.005 0.009
0.066 0.029 -0.088
0.009 -0.003 0.007
0.027 -0.006 0.017
-0.008 0.007 0.009
-0.004 -0.001 0.001
0.008 0.021 0.025
-0.006 -0.008 -0.001
0.000 0.001 0.005
-0.012 -0.023 -0.012
-0.015 0.035 0.072
0.321 0.000 -0.298
-0.335 0.368 0.422
-0.152 0.011 0.162
-0.029 -0.018 0.036
0.107 -0.057 -0.206
-0.052 -0.008 -0.027
-0.007 -0.002 -0.013
-0.005 -0.001 0.001
-0.003 0.002 0.012
0.008 0.010 -0.005
0.004 0.009 -0.008

Calculated values
LUMO (spin up / spin down) (eV): 4.385 / 4.385
Energy relative to the best compared isomer or geometry (same formula, charge and spin) (kJ/mol): 21.3
E_HOMO (spin up / spin down) (eV): 0.04 / 0.05
Total charge: -2
Frontier orbital gap (spin up / spin down) (Ha): 0.160 / 0.159

ORCA calculation (ωB97M-V/def2-TZVPD) on 4 unconnected molecules or ions with the total composition C30H24F17N5.

Atoms and positions in Å:
F (5.3834, 3.1808, 2.4523)
C (4.1591, 2.8309, 1.9401)
F (3.2553, 3.6535, 2.5455)
F (3.9618, 1.5339, 2.2710)
C (4.2752, 3.0636, 0.3660)
F (3.5098, 2.1706, -0.3577)
F (5.5807, 2.7321, 0.0611)
C (4.0990, 4.5682, -0.0852)
F (4.8665, 4.7177, -1.2261)
F (4.6269, 5.4175, 0.8370)
C (2.6055, 4.9405, -0.5351)
F (1.7201, 4.2205, 0.2622)
F (2.5521, 4.5779, -1.8609)
C (2.2517, 6.4587, -0.4022)
F (2.2866, 6.9223, 0.8972)
F (3.2925, 7.1342, -1.0206)
C (0.9272, 6.9665, -1.0801)
F (0.5808, 8.1640, -0.4815)
F (1.1976, 7.2962, -2.3877)
C (-0.3489, 6.0678, -1.0746)
F (-1.2701, 6.7171, -1.8847)
F (-0.2149, 4.8239, -1.6605)
C (-1.0989, 5.8580, 0.3122)
F (-2.1894, 6.7013, 0.3431)
F (-0.3793, 6.1201, 1.4265)
N (-1.6759, 4.4891, 0.4373)
C (-2.8167, 4.1339, -0.2663)
C (-3.4017, 2.8233, -0.2257)
C (-2.7667, 1.7931, 0.6012)
C (-3.2306, 0.3372, 0.7265)
C (-2.1638, -0.6879, 0.7492)
C (-2.5096, -2.1019, 0.9087)
N (-3.8288, -2.4484, 1.0296)
C (-4.8564, -1.5331, 0.9805)
C (-4.6171, -0.1082, 0.8282)
C (-1.5808, 2.1886, 1.3782)
C (-1.0886, 3.5381, 1.2524)
H (-3.2890, 4.9140, -0.9053)
H (-4.3075, 2.5447, -0.8041)
H (-1.1036, -0.3555, 0.6695)
H (-1.6671, -2.8364, 0.9510)
H (-4.0374, -3.4487, 1.1518)
H (-5.8828, -1.9629, 1.0635)
H (-5.4489, 0.6365, 0.8158)
H (-1.0438, 1.4582, 2.0274)
H (-0.1741, 3.7962, 1.8423)
N (-5.4472, -6.3341, 2.1320)
C (-4.6394, -6.8496, 1.1485)
C (-5.3622, -7.7844, 0.4561)
C (-6.6564, -7.8336, 1.0372)
C (-6.6804, -6.9275, 2.0654)
H (-5.1773, -5.6319, 2.7976)
H (-3.6225, -6.5071, 1.0305)
H (-5.0034, -8.3687, -0.3763)
H (-7.4776, -8.4632, 0.7343)
H (-7.4639, -6.6550, 2.7540)
N (1.4286, -1.9765, -0.3737)
C (1.5780, -1.2724, -1.5418)
C (1.2632, -2.1115, -2.5815)
C (0.8998, -3.3625, -2.0170)
C (1.0135, -3.2398, -0.6555)
H (1.5973, -1.6150, 0.5494)
H (1.8948, -0.2415, -1.5309)
H (1.2862, -1.8549, -3.6288)
H (0.5900, -4.2494, -2.5481)
H (0.8337, -3.9483, 0.1387)
N (4.0465, -4.5018, -1.6563)
C (5.2143, -3.8706, -1.9920)
C (6.2559, -4.6558, -1.5690)
C (5.6962, -5.8079, -0.9596)
C (4.3324, -5.6862, -1.0309)
H (3.1216, -4.1504, -1.8410)
H (5.2025, -2.9196, -2.5002)
H (7.3039, -4.4290, -1.6855)
H (6.2332, -6.6333, -0.5194)
H (3.5427, -6.3372, -0.6911)

Force components x, y, z for each atom (eV/Å):
-1.664 -0.387 -0.535
1.899 0.460 1.073
0.311 -1.246 -0.858
-0.457 1.482 -0.619
1.559 -1.316 -0.204
0.192 1.409 0.969
-1.627 0.459 0.381
0.942 0.686 -1.435
-0.978 -0.231 1.405
-0.966 -1.017 -0.547
0.953 -0.226 -0.010
0.375 0.466 -1.045
-0.911 0.327 1.888
2.066 1.743 0.319
-0.543 -1.415 -1.333
-1.387 -0.978 0.371
0.260 1.952 -0.989
0.133 -1.762 -0.290
-0.374 -1.122 1.526
-1.830 -0.141 -1.673
1.217 -0.684 1.121
0.598 1.280 0.853
-1.426 1.765 1.126
1.462 -1.122 -0.072
-0.277 -0.611 -1.468
-0.827 -2.745 0.493
-0.618 -0.790 -0.343
1.761 -0.406 1.482
0.901 1.540 0.485
0.312 -1.986 -0.081
-2.270 -0.512 0.354
0.608 2.962 -0.197
0.680 1.228 -0.259
0.286 1.263 -0.161
1.706 -1.223 0.064
-1.239 1.362 -1.720
0.049 -1.422 0.348
0.597 -0.574 0.657
0.822 0.668 0.332
-0.993 -0.687 -0.072
-1.287 0.364 -0.089
-0.181 0.464 -0.149
1.029 0.491 -0.060
0.696 -1.023 0.046
-0.546 0.954 -0.534
-1.027 0.154 -0.795
-0.040 0.269 -0.060
0.130 0.105 -0.112
0.089 0.098 -0.074
-0.058 0.106 0.099
-0.111 -0.027 -0.008
-0.049 -0.259 0.130
0.019 -0.157 0.044
-0.018 0.016 0.060
0.058 0.018 0.035
0.035 -0.075 -0.024
-0.146 0.551 0.104
0.002 0.076 -0.053
-0.029 0.202 0.061
-0.191 -0.048 0.005
-0.339 -0.497 0.186
0.261 -0.111 -0.101
0.097 -0.083 -0.044
0.034 -0.030 0.055
0.041 0.039 0.020
0.152 -0.076 -0.083
0.044 0.014 -0.016
0.001 0.055 0.029
0.010 0.138 -0.061
-0.093 -0.100 0.072
-0.038 0.016 0.057
0.139 -0.050 -0.018
0.031 -0.057 0.007
-0.057 -0.023 -0.006
-0.029 0.039 -0.039
0.069 -0.007 -0.024

Calculated values
LUMO (eV): -8.770
Energy relative to the best compared isomer or geometry (same formula, charge and spin) (kJ/mol): 260.0
E_HOMO (eV): -10.94
Total charge: +2
Frontier orbital gap (Ha): 0.080

ORCA calculation (ωB97M-V/def2-TZVPD) on 2 unconnected molecules or ions with the total composition C3H7NO2.

Atoms and positions in Å:
C (-1.5202, -0.5582, 0.5296)
C (-0.8657, -0.9442, -0.7876)
C (2.3666, 1.3378, -0.0275)
N (0.4153, 1.4226, -1.3948)
O (-1.0734, -1.1374, 1.4781)
O (0.9608, 1.8185, -0.3435)
H (-2.5064, -0.1083, 0.4689)
H (-1.3534, -1.9088, -0.9344)
H (-1.0564, -0.2718, -1.5857)
H (0.1929, -1.1393, -0.5231)
H (2.0988, 0.9294, 1.0274)
H (2.9220, 2.2349, 0.0288)
H (2.6678, 0.4967, -0.7940)

Force components x, y, z for each atom (eV/Å):
0.736 -2.122 -1.732
0.100 -0.181 1.484
-2.258 -2.882 0.832
0.314 0.315 -0.071
-0.241 0.732 1.748
0.368 -0.079 -0.455
-0.372 0.811 0.502
0.074 -0.119 -0.487
0.066 0.349 -0.800
-0.543 0.200 -0.683
1.298 0.414 -1.766
0.970 0.585 -0.131
-0.512 1.977 1.558

Calculated values
LUMO (spin up / spin down) (eV): 0.355 / 0.378
Energy relative to the best compared isomer or geometry (same formula, charge and spin) (kJ/mol): 643.7
E_HOMO (spin up / spin down) (eV): -8.55 / -8.56
Total charge: 0
Frontier orbital gap (spin up / spin down) (Ha): 0.327 / 0.328

ORCA calculation (ωB97M-V/def2-TZVPD) on a molecular structure, C11H18Cl2InN2.

Atoms and positions in Å:
In (0.8025, -0.1049, -0.0637)
Cl (0.7667, -2.5063, -0.2422)
Cl (1.8109, 1.7937, 1.0215)
C (2.5203, -0.1269, -1.5217)
H (3.2402, 0.5577, -1.0734)
H (2.8412, -1.1623, -1.6522)
C (-1.0679, 0.6289, -0.8741)
C (1.4819, 0.3584, -2.3559)
H (-1.8445, 0.7213, -0.0840)
C (1.0182, -0.4792, -3.5085)
H (1.2407, 1.4283, -2.3929)
C (-0.2716, 0.0365, -4.1783)
H (1.8009, -0.5384, -4.2873)
H (0.8719, -1.5047, -3.1310)
C (-1.4925, -0.0855, -3.2656)
H (-0.1271, 1.0826, -4.4798)
H (-0.4441, -0.5501, -5.0877)
C (-1.5119, 1.0487, -2.1934)
H (-2.3975, 0.0061, -3.8810)
H (-1.5114, -1.0743, -2.7871)
H (-0.8714, 1.8852, -2.5209)
H (-2.5612, 1.4030, -2.1011)
C (-0.8010, 0.6871, 5.5646)
N (-0.4368, -0.0330, 4.3548)
C (-0.1489, -1.3943, 4.2781)
C (0.1594, -1.6462, 2.9629)
N (0.0815, -0.4644, 2.2490)
C (-0.2938, 0.4919, 3.1005)
H (-1.6739, 0.2178, 6.0375)
H (0.0271, 0.6758, 6.2870)
H (-1.0402, 1.7248, 5.3070)
H (-0.1765, -2.0505, 5.1253)
H (0.4306, -2.5758, 2.4940)
H (-0.4215, 1.5490, 2.8995)

Force components x, y, z for each atom (eV/Å):
-3.668 0.805 0.286
0.386 -1.007 0.195
0.925 0.723 0.547
0.135 0.812 -2.431
-0.495 -0.078 0.217
-0.174 0.274 0.015
0.319 -0.507 2.749
2.944 -0.380 -0.088
0.531 -0.260 -0.307
-1.005 -0.226 0.006
0.070 -0.410 0.345
0.096 -0.660 0.152
0.083 0.183 0.479
0.011 0.172 -0.191
-0.037 0.783 -0.532
-0.057 -0.121 -0.012
0.154 0.051 -0.058
-0.428 -0.478 -0.216
-0.006 -0.078 -0.144
-0.005 0.352 0.059
-0.327 0.183 -0.785
0.520 0.132 -0.205
0.025 -0.083 0.000
0.039 -0.293 -0.290
0.044 0.534 -0.841
-0.279 1.033 0.632
-0.313 0.261 0.683
0.467 -1.453 0.190
0.158 0.169 -0.164
-0.171 0.054 -0.234
0.059 -0.280 0.062
-0.075 0.029 0.214
0.011 0.057 -0.124
0.066 -0.291 -0.210

Calculated values
LUMO (spin up / spin down) (eV): 2.618 / 2.622
Energy relative to the best compared isomer or geometry (same formula, charge and spin) (kJ/mol): 159.1
E_HOMO (spin up / spin down) (eV): -0.83 / -0.65
Total charge: -1
Frontier orbital gap (spin up / spin down) (Ha): 0.127 / 0.120

ORCA calculation (ωB97M-V/def2-TZVPD) on C26H31NO4 in the gas phase.

Atoms and positions in Å:
C (3.0632, -1.1178, -2.6312)
O (2.5421, -2.1326, -1.8148)
C (2.1327, -1.7983, -0.5545)
C (2.1622, -0.5255, -0.0150)
C (1.7141, -0.2960, 1.2791)
C (1.2449, -1.3342, 2.0591)
C (0.7026, -1.0975, 3.4384)
C (-0.8095, -0.8254, 3.3763)
N (-1.5224, -1.9074, 2.7197)
C (-1.7854, -3.0126, 3.6129)
C (-2.7459, -1.4625, 2.0703)
C (-2.4793, -0.4165, 1.0232)
C (-1.4793, -0.5946, 0.0799)
C (-1.2197, 0.3910, -0.8531)
C (-1.9590, 1.5671, -0.8980)
O (-1.7249, 2.5791, -1.8029)
C (-0.6946, 2.4387, -2.7475)
C (0.7045, 2.5754, -2.1922)
C (1.7890, 2.3219, -3.0241)
C (3.0817, 2.4772, -2.5573)
C (3.3039, 2.8824, -1.2510)
C (2.2274, 3.1360, -0.4191)
C (0.9333, 2.9866, -0.8876)
C (-2.9974, 1.7432, 0.0327)
O (-3.8252, 2.8241, 0.1563)
C (-3.9379, 3.7797, -0.8732)
C (-3.2232, 0.7502, 0.9810)
C (1.2187, -2.6188, 1.5216)
C (1.6452, -2.8656, 0.2302)
O (1.6370, -4.0888, -0.3766)
C (1.1130, -5.1772, 0.3392)
H (2.3229, -0.3354, -2.8310)
H (3.3366, -1.6040, -3.5666)
H (3.9534, -0.6577, -2.1883)
H (2.5273, 0.3070, -0.5944)
H (1.7367, 0.7105, 1.6692)
H (1.1854, -0.2300, 3.8917)
H (0.8989, -1.9648, 4.0704)
H (-0.9642, 0.0824, 2.7900)
H (-1.1926, -0.6460, 4.3966)
H (-0.8557, -3.3421, 4.0720)
H (-2.4934, -2.7503, 4.4174)
H (-2.2036, -3.8438, 3.0450)
H (-3.4792, -1.0737, 2.8009)
H (-3.1916, -2.3411, 1.5900)
H (-0.8824, -1.4909, 0.0927)
H (-0.4070, 0.2390, -1.5448)
H (-0.8720, 3.2581, -3.4558)
H (-0.7935, 1.4936, -3.3010)
H (1.6160, 2.0084, -4.0446)
H (3.9166, 2.2785, -3.2134)
H (4.3130, 2.9993, -0.8847)
H (2.3945, 3.4538, 0.5994)
H (0.0978, 3.1911, -0.2355)
H (-4.7742, 4.4151, -0.5801)
H (-3.0358, 4.3878, -0.9676)
H (-4.1585, 3.3117, -1.8354)
H (-4.0138, 0.9287, 1.6942)
H (0.8431, -3.4229, 2.1317)
H (0.0697, -5.0065, 0.6261)
H (1.7036, -5.3942, 1.2361)
H (1.1664, -6.0281, -0.3386)

Force components x, y, z for each atom (eV/Å):
0.043 0.179 -0.132
-0.178 -0.244 0.392
-0.005 -0.118 -0.129
0.063 -0.125 -0.314
-0.039 -0.180 0.218
0.233 0.186 0.056
-0.306 0.077 -0.139
0.189 -0.019 0.113
-0.186 0.098 0.035
0.006 0.025 -0.071
-0.001 -0.079 -0.014
-0.102 0.085 -0.110
-0.110 0.043 0.030
-0.049 0.042 -0.130
-0.171 0.047 0.045
-0.062 -0.034 0.321
0.055 0.024 -0.328
-0.070 -0.009 0.032
-0.126 0.050 0.067
0.059 0.001 -0.055
0.120 0.011 0.027
0.036 0.036 0.033
-0.089 0.014 -0.019
-0.012 -0.031 0.006
0.258 -0.254 0.193
-0.136 0.384 -0.261
0.116 0.023 -0.160
0.116 -0.140 -0.216
0.047 -0.072 -0.140
0.118 0.418 -0.091
-0.066 -0.166 0.122
0.052 -0.051 0.045
0.007 0.066 0.030
-0.037 0.016 0.003
0.050 0.086 -0.142
-0.007 0.149 0.074
0.044 -0.044 0.073
0.060 0.016 0.080
0.029 0.002 0.103
-0.057 0.043 -0.075
0.031 -0.091 0.071
0.018 -0.002 0.010
-0.016 -0.077 0.032
-0.001 -0.042 -0.057
-0.057 0.038 0.105
0.158 -0.134 0.014
0.101 0.015 -0.095
0.038 -0.198 0.061
0.001 0.102 0.073
-0.007 -0.056 -0.119
0.079 -0.011 -0.050
0.083 0.007 0.032
0.017 0.028 0.097
-0.093 -0.005 0.049
0.047 -0.035 -0.051
-0.119 -0.050 -0.005
0.010 0.035 0.045
-0.100 0.025 0.103
-0.052 -0.152 0.042
0.033 0.000 0.008
-0.039 0.020 -0.022
-0.026 0.027 0.083

Calculated values
LUMO (eV): 0.767
SMILES: COc1ccc(CCN(C)Cc2ccc(OCc3ccccc3)c(OC)c2)cc1OC
Energy relative to the best compared isomer or geometry (same formula, charge and spin) (kJ/mol): 210.6
E_HOMO (eV): -7.68
Total charge: 0
Frontier orbital gap (Ha): 0.310

- The highest energy relative to the best compared isomer or geometry (same formula, charge and spin) belongs to which entry?
  C3H7NO2

- What is the formula in the third record?
  C3H7NO2

- The highest energy relative to the best compared isomer or geometry (same formula, charge and spin) belongs to which entry?
  C3H7NO2

- Which of these has the highest energy relative to the best compared isomer or geometry (same formula, charge and spin)?
  C3H7NO2